Entry from the Open Molecules 2025 dataset: a single Cl3H3Si2 molecule in a non-equilibrium geometry (ωB97M-V/def2-TZVPD).

Each line ends with the Mulliken charge.
Geometry (Å):
Cl (0.212, -2.997, -0.450)  -0.19
Si (0.174, -1.053, -0.325)  0.41
Si (-1.930, 0.055, 0.155)  0.51
Cl (-3.915, -0.355, 0.934)  -0.29
Cl (-2.620, 0.592, -1.729)  -0.22
H (0.548, -0.635, -1.719)  -0.06
H (0.944, -0.783, 0.907)  -0.08
H (-1.534, 0.972, 1.213)  -0.08

Its net charge is 0. As for the SMILES: Cl[SiH2][SiH](Cl)Cl. The value obtained for the energy above the lowest of the compared OMol25 structures with the same formula, charge and spin is 0.805 eV. The calculation puts the frontier orbital gap at 9.5 eV. Its largest force on an atom is 0.0527 hartree/bohr. Its spin multiplicity is 1. For the lowest unoccupied orbital energy, the calculation gives -0.58 eV.

=====

Entry from the Open Molecules 2025 dataset: a single Cl3H5Si3 molecule in a non-equilibrium geometry (ωB97M-V/def2-TZVPD).

Each line ends with the Mulliken charge.
Geometry (Å):
Si (0.361, 1.481, -1.275)  0.44
Si (-0.126, -0.792, -0.842)  0.26
Cl (-2.046, -1.197, -1.290)  -0.21
Si (0.076, -1.117, 1.815)  0.48
Cl (0.304, 0.947, 2.137)  -0.27
Cl (-1.854, -1.572, 2.214)  -0.21
H (-0.196, 2.329, -2.297)  -0.11
H (1.771, 1.317, -1.827)  -0.08
H (0.101, 2.006, 0.064)  -0.14
H (0.905, -1.687, -1.740)  -0.04
H (0.703, -1.715, 3.040)  -0.12

Its net charge is 0. As for the SMILES: [SiH3][Si@H](Cl)[SiH](Cl)Cl. The value obtained for the energy above the lowest of the compared OMol25 structures with the same formula, charge and spin is 1.619 eV. The calculation puts the frontier orbital gap at 8.8 eV. Its largest force on an atom is 0.0488 hartree/bohr. Its spin multiplicity is 1. For the lowest unoccupied orbital energy, the calculation gives -0.66 eV.

=====

Entry from the Open Molecules 2025 dataset: Cl3O3P as an isolated structure in a non-equilibrium geometry (ωB97M-V/def2-TZVPD).

Each line ends with the Mulliken charge.
Geometry (Å):
O (1.098, 1.555, -0.988)  -0.45
O (-3.516, 0.843, 1.003)  -0.29
O (1.174, -0.867, -1.098)  -0.18
P (0.847, 0.384, -0.146)  0.75
Cl (-2.218, 0.304, 0.455)  0.27
Cl (0.416, -2.345, -0.522)  0.05
Cl (2.199, 0.126, 1.297)  -0.16

Its net charge is 0. The value obtained for the energy above the lowest of the compared OMol25 structures with the same formula, charge and spin is 4.102 eV. The calculation puts the frontier orbital gap (spin up / spin down) at 7.7 / 7.9 eV. Its largest force on an atom is 0.0482 hartree/bohr. Its spin multiplicity is 1. For the lowest unoccupied orbital energy (spin up / spin down), the calculation gives -3.11 / -2.46 eV.

=====

Entry from the Open Molecules 2025 dataset: Cl4Cr2N6O18 as an isolated structure in a non-equilibrium geometry (ωB97M-V/def2-TZVPD).

Each line ends with the Mulliken charge.
Geometry (Å):
Cr (2.316, -0.221, -2.075)  0.91
Cr (-0.374, 0.831, 1.664)  1.21
Cl (-0.971, -1.935, -1.791)  -1.05
Cl (-0.267, 3.360, 2.194)  -0.77
Cl (4.649, 0.521, -2.411)  -0.71
Cl (1.497, 0.737, -0.008)  -0.25
N (0.941, 0.925, 4.852)  0.72
O (1.243, 0.006, 5.730)  -0.73
O (1.295, 2.078, 4.913)  -0.60
O (0.610, 0.624, 3.758)  -0.24
N (-0.475, -2.635, 2.010)  0.66
O (-0.725, -3.069, 3.133)  -0.69
O (-0.214, -1.426, 1.871)  -0.27
O (-0.686, -3.384, 1.008)  -0.50
N (0.428, 1.124, -3.882)  1.25
O (-0.617, 0.529, -4.050)  -0.57
O (0.490, 2.301, -3.665)  -0.66
O (1.355, 0.471, -3.932)  -0.84
N (-2.156, 2.731, -1.331)  0.70
O (-1.444, 1.857, -0.700)  -0.19
O (-1.540, 3.639, -1.932)  -0.69
O (-3.337, 3.010, -1.281)  -0.69
N (-3.588, 0.774, 1.501)  0.72
O (-2.431, 0.796, 1.763)  -0.51
O (-4.021, 0.705, 0.304)  -0.56
O (-4.498, 0.637, 2.328)  -0.74
N (3.186, -3.704, -2.520)  0.76
O (2.774, -2.598, -2.284)  -0.32
O (3.989, -4.113, -3.361)  -0.72
O (2.569, -4.571, -1.805)  -0.62

Its net charge is -6. The calculation puts the frontier orbital gap (spin up / spin down) at 3.7 / 3.7 eV. Its largest force on an atom is 0.2785 hartree/bohr. Its spin multiplicity is 9. For the lowest unoccupied orbital energy (spin up / spin down), the calculation gives 11.94 / 11.94 eV. As for the expectation value of S²: 20.0188.

=====

Entry from the Open Molecules 2025 dataset: Cl4FeNO3 as an isolated structure in a non-equilibrium geometry (ωB97M-V/def2-TZVPD).

Each line ends with the Mulliken charge.
Geometry (Å):
Fe (-0.910, -1.018, 0.608)  0.84
N (1.473, 1.389, -0.860)  0.86
O (0.946, 0.513, -0.280)  -0.29
O (0.974, 2.085, -1.746)  -0.72
O (2.625, 1.431, -0.687)  -0.69
Cl (-2.560, -2.985, 1.601)  -0.80
Cl (0.956, -1.924, 1.978)  -0.70
Cl (-1.576, -0.517, -2.019)  -0.82
Cl (-1.928, 1.027, 1.405)  -0.67

Its net charge is -3. The calculation puts the frontier orbital gap (spin up / spin down) at 6.8 / 6.8 eV. Its largest force on an atom is 0.1790 hartree/bohr. Its spin multiplicity is 5. For the lowest unoccupied orbital energy (spin up / spin down), the calculation gives 8.34 / 8.33 eV. As for the expectation value of S²: 6.0062.

=====

Entry from the Open Molecules 2025 dataset: a single Cl4H2OSi2 molecule in a non-equilibrium geometry (ωB97M-V/def2-TZVPD).

Each line ends with the Mulliken charge.
Geometry (Å):
Cl (-1.590, -2.162, 0.082)  -0.28
Si (-1.586, -0.075, 0.021)  0.26
O (-0.179, 0.436, -0.566)  -0.19
Si (1.715, 0.285, -0.057)  0.78
Cl (1.909, 2.037, 0.856)  -0.15
Cl (1.737, -1.337, 1.001)  -0.11
Cl (2.437, 0.274, -1.889)  -0.14
H (-2.756, 0.256, -1.006)  -0.08
H (-1.688, 0.286, 1.557)  -0.10

Its net charge is 0. As for the SMILES: Cl[SiH2]O[Si](Cl)(Cl)Cl. The value obtained for the energy above the lowest of the compared OMol25 structures with the same formula, charge and spin is 0.000 eV. The calculation puts the frontier orbital gap at 10.5 eV. Its largest force on an atom is 0.1198 hartree/bohr. Its spin multiplicity is 1. For the lowest unoccupied orbital energy, the calculation gives 0.05 eV.

=====

Entry from the Open Molecules 2025 dataset: a single Cl4H4Si3 molecule in a non-equilibrium geometry (ωB97M-V/def2-TZVPD).

Each line ends with the Mulliken charge.
Geometry (Å):
Si (-0.453, 0.635, -0.770)  0.34
Si (-0.331, -1.696, -0.275)  0.35
Cl (-2.170, -2.446, -0.567)  -0.22
Si (0.952, -2.864, -1.852)  0.61
Cl (2.937, -3.177, -1.458)  -0.24
Cl (0.275, -4.727, -2.222)  -0.21
Cl (0.773, -1.720, -3.523)  -0.23
H (-0.321, 1.582, 0.337)  -0.10
H (0.599, 0.537, -1.829)  -0.12
H (-1.643, 0.860, -1.790)  -0.05
H (0.159, -2.012, 1.019)  -0.12

Its net charge is 0. As for the SMILES: [SiH3][Si@@H](Cl)[Si](Cl)(Cl)Cl. The value obtained for the energy above the lowest of the compared OMol25 structures with the same formula, charge and spin is 0.000 eV. The calculation puts the frontier orbital gap at 10.1 eV. Its largest force on an atom is 0.0494 hartree/bohr. Its spin multiplicity is 1. For the lowest unoccupied orbital energy, the calculation gives 0.07 eV.

=====

Entry from the Open Molecules 2025 dataset: Cl4O16Pb4S4Zn2 as an isolated structure in a non-equilibrium geometry (ωB97M-V/def2-TZVPD).

Each line ends with the Mulliken charge.
Geometry (Å):
Pb (1.603, -3.988, -0.180)  0.98
Pb (-1.802, -2.100, -4.329)  1.07
Pb (-0.674, -0.527, 0.196)  2.04
Pb (-2.314, 1.342, 3.138)  1.21
Zn (-1.023, 2.893, -2.684)  0.74
Zn (3.291, 0.970, -0.077)  0.21
S (1.508, -2.478, 2.383)  1.13
O (2.270, -3.703, 2.138)  -0.77
O (1.147, -2.021, 1.099)  -0.45
O (0.243, -2.784, 3.045)  -0.65
O (2.319, -1.600, 3.143)  -0.60
S (1.257, 1.431, 2.108)  0.90
O (1.718, 0.888, 0.888)  0.28
O (1.387, 2.904, 2.126)  -0.69
O (-0.147, 1.018, 2.262)  -0.61
O (1.981, 1.022, 3.343)  -0.56
S (-3.041, 1.900, -0.549)  1.09
O (-1.800, 2.593, -0.915)  -0.33
O (-2.627, 1.065, 0.577)  -0.46
O (-3.945, 2.976, -0.091)  -0.67
O (-3.305, 1.204, -1.818)  -0.67
S (1.261, 1.012, -2.516)  1.04
O (0.176, 0.585, -1.668)  -0.69
O (1.583, 0.159, -3.645)  -0.64
O (0.754, 2.333, -2.947)  -0.50
O (2.398, 0.998, -1.632)  -0.14
Cl (-4.554, -1.597, -2.741)  -0.49
Cl (3.714, -1.865, -1.242)  -0.66
Cl (-0.760, -2.957, -1.618)  -0.58
Cl (-2.619, -1.674, 2.205)  -0.52

Its net charge is 0. The value obtained for the energy above the lowest of the compared OMol25 structures with the same formula, charge and spin is 13.245 eV. The calculation puts the frontier orbital gap at 4.0 eV. Its largest force on an atom is 0.2724 hartree/bohr. Its spin multiplicity is 1. For the lowest unoccupied orbital energy, the calculation gives -3.88 eV.

=====

Entry from the Open Molecules 2025 dataset: a single Cl4O3P2 molecule in a non-equilibrium geometry (ωB97M-V/def2-TZVPD).

Each line ends with the Mulliken charge.
Geometry (Å):
O (0.140, 0.770, -1.897)  -0.54
O (0.714, -0.830, 1.763)  -0.54
Cl (-1.958, -1.265, -2.157)  -0.16
Cl (1.146, -1.845, -1.089)  -0.10
Cl (-0.637, 1.568, 2.717)  -0.17
Cl (1.759, 1.515, 0.381)  -0.10
O (-0.980, 0.073, 0.232)  -0.11
P (-0.383, -0.447, -1.180)  0.86
P (0.199, 0.460, 1.230)  0.85

Its net charge is 0. The value obtained for the energy above the lowest of the compared OMol25 structures with the same formula, charge and spin is 0.852 eV. The calculation puts the frontier orbital gap at 10.3 eV. Its largest force on an atom is 0.0940 hartree/bohr. Its spin multiplicity is 1. For the lowest unoccupied orbital energy, the calculation gives -1.00 eV.

=====

Entry from the Open Molecules 2025 dataset: a 2-piece molecular cluster, Cl5NP2 overall in a non-equilibrium geometry (ωB97M-V/def2-TZVPD).

Each line ends with the Mulliken charge.
Geometry (Å):
Cl (-1.078, -0.673, -1.600)  -0.10
P (0.442, -1.582, -0.634)  0.49
Cl (1.696, 0.009, -0.466)  -0.16
Cl (1.342, -2.705, -2.037)  -0.20
N (-1.679, 1.473, -0.108)  -0.41
P (-0.637, 1.323, 0.928)  0.64
Cl (-1.006, -0.217, 2.324)  -0.14
Cl (0.921, 2.372, 1.594)  -0.12

Its net charge is 0. As for the SMILES: ClP(Cl)Cl.N#P(Cl)Cl. The value obtained for the energy above the lowest of the compared OMol25 structures with the same formula, charge and spin is 3.296 eV. The calculation puts the frontier orbital gap at 8.5 eV. Its largest force on an atom is 0.0394 hartree/bohr. Its spin multiplicity is 1. For the lowest unoccupied orbital energy, the calculation gives -1.48 eV.

=====

Entry from the Open Molecules 2025 dataset: Cl5Na as an isolated structure (ωB97M-V/def2-TZVPD).

Each line ends with the Mulliken charge.
Geometry (Å):
Na (-0.407, -0.427, -0.351)  1.03
Cl (-3.314, 0.851, 2.214)  -1.01
Cl (2.290, -1.500, -3.112)  -1.01
Cl (2.278, 1.704, 1.934)  -1.01
Cl (0.366, -3.652, 1.799)  -1.00
Cl (-1.212, 3.024, -2.484)  -1.01

Its net charge is -4. The value obtained for the energy above the lowest of the compared OMol25 structures with the same formula, charge and spin is 0.000 eV. The calculation puts the frontier orbital gap at 5.1 eV. Its largest force on an atom is 0.0134 hartree/bohr. Its spin multiplicity is 1. For the lowest unoccupied orbital energy, the calculation gives 8.02 eV.

=====

Entry from the Open Molecules 2025 dataset: Cl5Na as an isolated structure (ωB97M-V/def2-TZVPD).

Each line ends with the Mulliken charge.
Geometry (Å):
Na (-0.225, -0.195, -0.161)  0.73
Cl (-2.404, 0.062, 1.782)  -0.94
Cl (1.822, 1.213, 1.602)  -0.96
Cl (0.315, -2.917, 0.739)  -0.94
Cl (-1.208, 2.342, -1.505)  -0.95
Cl (1.700, -0.506, -2.456)  -0.94

Its net charge is -4. The value obtained for the energy above the lowest of the compared OMol25 structures with the same formula, charge and spin is 1.546 eV. The calculation puts the frontier orbital gap at 4.0 eV. Its largest force on an atom is 0.0125 hartree/bohr. Its spin multiplicity is 1. For the lowest unoccupied orbital energy, the calculation gives 8.31 eV.